Record 1
The molecule C4H8O, computed with the ωB97M-V functional and the def2-TZVPD basis.

Last column: natural (NBO) charge in e.
Atoms and positions in Å:
C: -1.70924 -0.63330 -0.15944  -0.26
O: -0.49058 -1.33002 -0.10955  -0.51
C: 0.66170 -0.54557 -0.04795  0.10
C: 0.93368 0.80557 -0.66558  -0.47
C: 0.99698 0.62556 0.83965  -0.46
H: -1.92526 -0.17672 0.81821  0.16
H: -2.47559 -1.38229 -0.36893  0.20
H: -1.72446 0.14093 -0.92897  0.17
H: 1.47872 -1.26365 -0.05381  0.20
H: 1.83285 0.91044 -1.26472  0.22
H: 0.15776 1.51224 -0.97299  0.22
H: 1.97835 0.59930 1.30064  0.21
H: 0.22381 1.13565 1.41077  0.22

Cartesian forces, eV/Å:
-0.2 -0.1 0.5
0.0 0.5 -0.1
0.5 -0.1 0.2
-0.1 0.1 -0.2
-0.1 -0.1 0.1
-0.1 0.0 -0.2
0.0 0.2 0.0
0.0 0.0 -0.1
0.0 0.3 -0.4
0.0 0.0 0.2
0.0 -0.7 -0.1
-0.2 0.0 0.2
0.2 -0.1 -0.1

- relative energy (zero: lowest compared OMol25 entry of this formula, charge and spin) (kcal/mol) = 41.20
- E_HOMO (eV) = -9.214
- gap between HOMO and LUMO (eV) = 10.4
- SMILES = COC1CC1


Record 2
A cluster of 4 separate species, C3H12N2O2 in total, computed with the ωB97M-V functional and the def2-TZVPD basis.

Last column: natural (NBO) charge in e.
Atoms and positions in Å:
C: 0.55868 1.61630 0.63162  -0.74
C: 0.01815 0.24059 0.62174  0.42
C: 0.85679 -0.85788 0.36836  0.08
N: 0.31174 -2.04809 0.31983  -0.69
N: -1.23856 0.04559 1.08694  -0.71
H: 0.12727 2.18579 -0.20726  0.27
H: 0.32800 2.08219 1.58079  0.24
H: 1.63977 1.44508 0.45408  0.35
H: 1.94646 -0.66891 0.21459  0.34
H: -0.46558 -2.11759 -0.39115  0.41
H: 1.00827 -2.74849 0.12306  0.40
H: -1.91473 0.20072 0.31435  0.46
H: -1.33678 -0.92518 1.36129  0.39
H: 3.86608 0.41353 -0.36194  0.45
H: -1.74942 -1.32710 -1.29558  -0.49
O: 2.99272 0.41441 0.04022  -1.16
H: -1.71560 0.26122 -1.42272  0.47
H: -2.89447 0.79748 -2.10149  0.49
O: -2.33880 0.99034 -1.33673  -0.97

Cartesian forces, eV/Å:
0.1 -0.6 -1.2
-1.0 1.9 1.8
1.0 -0.9 0.9
0.4 -0.1 -1.3
1.1 -1.7 -1.2
0.1 0.1 0.2
-0.3 0.2 0.1
0.0 0.6 -0.1
0.6 0.4 0.2
-1.7 0.3 0.2
0.2 -0.5 0.0
-0.9 1.1 0.4
-0.3 -0.3 0.0
-0.1 0.0 -0.1
0.6 -0.6 0.5
0.4 -0.3 0.0
0.4 -0.8 -0.3
-0.3 0.2 0.1
-0.2 0.8 -0.3

- relative energy (zero: lowest compared OMol25 entry of this formula, charge and spin) (kcal/mol) = 193.10
- E_HOMO (eV) = -8.143
- gap between HOMO and LUMO (eV) = 4.8


Record 3
A structure of composition C39H45AsIrN8PSi, computed with the ωB97M-V functional and the def2-TZVPD basis.

Last column: Löwdin charge in e.
Atoms and positions in Å:
Ir: 0.19090 -0.06750 -0.56074  1.18
C: -4.39873 0.48591 -3.60978  0.00
N: -3.40140 -0.18507 -2.78533  -0.11
C: -3.36296 -1.52168 -2.52347  -0.01
C: -2.27092 -1.73734 -1.73814  -0.10
N: -1.64310 -0.54589 -1.50795  -0.11
C: -2.34903 0.38262 -2.16214  -0.44
P: -1.83612 2.11682 -2.39217  1.21
C: -0.14320 1.70209 -2.96685  -0.45
N: 0.55784 0.65331 -2.53119  -0.09
C: 1.69333 0.59104 -3.28421  -0.10
C: 1.66971 1.60679 -4.19145  -0.01
N: 0.50806 2.29688 -3.98146  -0.10
C: 0.06744 3.45145 -4.75372  0.00
C: -1.45662 2.40006 -0.63191  -0.45
N: -0.75915 1.54727 0.10564  -0.15
C: -0.56345 2.11063 1.33466  -0.10
C: -1.19760 3.31728 1.34549  -0.01
N: -1.75541 3.48635 0.11116  -0.10
C: -2.52067 4.65061 -0.31633  0.00
H: -5.22017 -0.20619 -3.77213  0.10
H: -3.97122 0.76794 -4.57048  0.10
H: -4.77524 1.36655 -3.09428  0.09
H: -4.10362 -2.20139 -2.90292  0.14
H: -1.92026 -2.67284 -1.34380  0.10
H: 2.43029 -0.17721 -3.14135  0.12
H: 2.36459 1.89149 -4.96054  0.14
H: 0.89242 3.76627 -5.38623  0.10
H: -0.19498 4.26836 -4.08452  0.09
H: -0.78466 3.18935 -5.37831  0.10
H: 0.01341 1.62733 2.10121  0.08
H: -1.29197 4.05950 2.11786  0.14
H: -2.37942 5.43471 0.42188  0.10
H: -3.57830 4.40341 -0.38519  0.10
H: -2.15670 5.00230 -1.27972  0.09
C: 1.39368 4.59650 -1.10244  -0.02
C: 2.38613 3.47295 -1.16882  -0.32
C: 3.69966 3.67518 -1.56730  -0.02
C: 4.54197 2.57625 -1.57742  -0.03
C: 4.08041 1.33573 -1.18612  -0.06
C: 2.75372 1.20378 -0.76846  -0.44
N: 1.93714 2.27574 -0.79772  0.13
N: 2.15368 -0.01982 -0.27606  -0.24
Si: 3.40575 -1.01723 0.64013  0.46
C: 4.23848 0.14743 1.84870  -0.15
C: 2.65861 -2.44746 1.57465  -0.16
C: 4.59638 -1.87886 -0.53676  -0.16
H: 1.26610 4.92236 -0.06786  0.09
H: 0.41774 4.26251 -1.46301  0.04
H: 1.71156 5.45832 -1.68722  0.09
H: 4.05111 4.65557 -1.85339  0.12
H: 5.57025 2.68335 -1.89579  0.12
H: 4.74912 0.50030 -1.22073  0.07
H: 3.50327 0.77330 2.35814  0.03
H: 4.96033 0.81092 1.37665  0.03
H: 4.77342 -0.42256 2.60913  0.04
H: 1.91920 -2.11551 2.31051  0.00
H: 3.45387 -2.93505 2.14097  0.06
H: 2.21715 -3.19543 0.92610  0.01
H: 5.29592 -1.28214 -1.11071  0.02
H: 4.06224 -2.52678 -1.23398  0.04
H: 5.20444 -2.53033 0.09616  0.05
C: 0.21809 -0.91487 5.91856  -0.05
C: -0.69986 -1.85688 5.47272  -0.05
C: -0.94323 -2.00553 4.11574  -0.10
C: -0.23271 -1.23909 3.19547  -0.36
C: 0.63655 -0.25691 3.64722  -0.14
C: 0.86527 -0.09587 5.00585  -0.05
As: -0.61382 -1.44566 1.30327  1.28
C: -0.21158 -3.29535 0.81695  -0.40
C: -0.27831 -4.33519 1.73627  -0.09
C: 0.11324 -5.61926 1.37896  -0.05
C: 0.59153 -5.87812 0.10366  -0.05
C: 0.68624 -4.83922 -0.81259  -0.06
C: 0.29143 -3.56072 -0.45484  -0.18
C: -2.55386 -1.39372 1.42839  -0.38
C: -3.17898 -0.19427 1.75771  -0.10
C: -4.55706 -0.14859 1.90534  -0.06
C: -5.31641 -1.29884 1.73875  -0.06
C: -4.69118 -2.50108 1.44408  -0.06
C: -3.31255 -2.54832 1.28893  -0.11
H: 0.41103 -0.80503 6.97661  0.12
H: -1.24182 -2.46681 6.18252  0.12
H: -1.72449 -2.68333 3.79542  0.10
H: 1.14556 0.39927 2.94557  0.07
H: 1.54764 0.66971 5.34844  0.11
H: -0.60202 -4.16873 2.75496  0.10
H: 0.05376 -6.41227 2.11148  0.12
H: 0.89927 -6.87775 -0.16985  0.12
H: 1.07647 -5.01985 -1.80536  0.12
H: 0.40017 -2.76552 -1.19386  0.07
H: -2.59880 0.70165 1.94766  0.08
H: -5.03701 0.78311 2.17393  0.11
H: -6.39001 -1.26422 1.86233  0.11
H: -5.27360 -3.40679 1.34365  0.11
H: -2.83332 -3.49616 1.06707  0.10

Cartesian forces, eV/Å:
0.2 -1.4 -0.5
-0.1 0.0 0.0
0.1 0.0 0.1
0.0 0.0 0.0
0.0 -0.1 0.0
-0.4 0.4 -0.1
0.2 0.1 -0.1
0.1 -0.1 0.2
-0.3 -0.3 0.1
0.0 1.0 0.2
-0.1 -0.2 -0.2
0.0 0.0 0.0
0.0 -0.1 0.0
0.0 0.1 0.0
-0.1 -0.1 -0.2
-0.1 0.2 0.2
-0.1 0.2 0.0
0.1 -0.1 0.0
0.1 -0.1 -0.1
0.0 0.0 0.0
0.0 0.0 0.0
0.0 0.0 0.0
0.0 0.0 0.0
0.0 0.0 0.0
0.0 0.0 0.1
0.1 0.0 0.1
0.0 0.0 0.0
0.0 0.0 0.0
0.0 0.0 0.0
0.0 0.0 0.0
-0.1 0.1 0.0
0.0 0.0 0.0
0.0 0.0 0.0
0.0 0.0 0.0
0.0 0.0 0.0
0.0 0.1 0.0
0.1 -0.2 -0.1
0.0 -0.1 0.0
0.1 0.1 0.0
-0.1 0.0 0.1
-0.6 0.1 0.1
0.2 -0.4 0.5
0.9 0.6 0.0
-0.3 0.0 -0.1
0.0 -0.1 -0.1
-0.2 0.4 0.2
-0.1 0.1 0.2
0.0 0.0 0.0
0.0 0.0 0.0
0.0 0.0 0.0
0.0 0.0 0.0
0.0 0.0 0.0
0.1 -0.2 0.0
0.0 0.0 0.0
0.0 0.0 0.0
0.0 -0.1 0.0
0.1 -0.2 -0.1
0.2 0.1 0.0
0.1 0.0 0.0
0.0 0.1 0.0
-0.1 0.0 0.0
0.0 -0.1 0.0
0.0 0.0 0.0
0.0 0.0 0.0
-0.1 0.0 0.1
-0.2 0.2 -0.2
0.2 0.1 -0.1
0.0 0.0 0.0
0.0 -0.3 0.1
0.0 0.1 0.1
-0.1 -0.1 0.1
0.0 0.0 0.0
0.0 0.1 0.0
0.0 -0.1 0.0
-0.2 0.2 -0.2
0.1 0.0 0.0
0.0 0.0 0.0
0.0 0.0 0.0
0.0 -0.1 0.0
0.0 0.0 0.0
0.1 -0.1 -0.1
0.0 0.0 0.0
0.0 0.0 0.0
0.1 0.0 0.0
0.2 -0.3 0.0
0.0 0.0 0.0
0.0 0.1 -0.1
0.0 0.0 0.0
0.0 0.0 0.0
0.0 0.0 0.0
0.0 -0.1 0.2
0.0 0.0 -0.1
0.0 0.0 0.0
0.0 0.0 0.0
0.0 0.0 0.0
0.0 0.1 0.0

- relative energy (zero: lowest compared OMol25 entry of this formula, charge and spin) (kcal/mol) = 71.16
- net charge = +2
- E_HOMO (spin up / spin down) (eV) = -12.680 / -12.680
- gap between HOMO and LUMO (spin up / spin down) (eV) = 7.1 / 7.1


Among the records above, which one has the highest relative energy (zero: lowest compared OMol25 entry of this formula, charge and spin)? C3H12N2O2